C2H6F3IN3 | ωB97M-V/def2-TZVPD

calculated total energy = -22884.3775 eV
molecular weight = 255.99 g/mol
HOMO-LUMO gap = 5.14 eV
net charge = +1
lowest unoccupied orbital energy = -0.2673 Eh
E_HOMO = -12.41 eV

Positions of all 15 atoms, in Å:
I 4.51 1.00 0.02
F 0.27 -2.53 -0.46
F 1.79 -1.07 0.12
F 0.85 -2.21 1.70
N -1.26 -0.43 -0.37
N -0.40 -0.57 0.51
N -1.53 1.71 0.50
C 0.56 -1.62 0.56
C -1.97 0.83 -0.50
H -1.48 1.14 -1.52
H -1.38 -1.16 -1.04
H 5.73 0.44 -0.91
H -2.13 2.01 1.13
H -0.56 1.89 0.67
H -3.01 0.57 -0.42